# 1
DFT (the ωB97M-V functional and the def2-TZVPD basis) results for a 3-piece molecular cluster, C2H8O4 overall.

Structure (XYZ):
```
14
Properties=species:S:1:pos:R:3:forces:R:3:mulliken_charge:R:1
O -0.391 0.366 0.795 -0.122 0.012 0.606 -0.529
C -0.275 0.750 -0.335 -0.013 -0.241 -0.211 0.705
O -1.248 0.695 -1.255 -0.232 0.667 -0.635 -0.459
C 1.003 1.270 -0.899 1.064 -0.281 -0.341 -0.946
H -2.152 0.734 -0.881 0.421 -0.487 0.606 0.399
H 1.229 0.813 -1.858 -0.335 -0.006 -0.292 0.308
H 1.849 0.991 -0.272 -0.249 0.178 0.313 0.284
H 1.017 2.347 -1.056 -0.278 0.045 0.107 0.256
H -2.970 1.381 1.332 0.035 -0.376 -0.077 0.328
H -3.011 -0.161 1.252 0.247 0.072 0.057 0.329
O -3.216 0.639 0.761 -0.529 0.410 -0.137 -0.676
H 3.983 -2.342 0.871 -0.263 -0.068 0.042 0.319
H 3.131 -3.624 0.633 -0.111 0.225 0.096 0.320
O 4.015 -3.254 0.573 0.365 -0.151 -0.134 -0.639
```
Positions in Å, forces in eV/Å.

Summary:
SMILES: CC(=O)O.O.O
HOMO energy, hartree: -0.382
Largest force on an atom, eV/Å: 1.2
Kohn-Sham gap, eV: 10.9
ΔE to the lowest compared entry with this formula, charge and spin, kJ/mol: 53.3

=====

# 2
DFT (the ωB97M-V functional and the def2-TZVPD basis) results for a 2-piece molecular cluster, C2H8OP2 overall.

Structure (XYZ):
```
13
Properties=species:S:1:pos:R:3:forces:R:3:mulliken_charge:R:1
C 3.084 0.247 -0.138 -2.981 -0.268 2.309 -0.987
C -1.512 -0.894 0.558 -0.535 -3.681 -0.105 -0.396
O -2.334 -0.242 1.486 1.073 1.878 0.748 -0.508
P -2.990 1.085 -1.124 -3.007 2.238 -0.433 -0.076
P -1.466 -0.218 -1.224 2.827 -3.075 0.742 0.053
H 4.095 0.175 -0.195 3.056 0.257 -0.550 0.322
H 2.846 -0.430 0.774 -0.279 1.037 -1.801 0.185
H 2.607 0.024 -1.066 -0.280 -1.018 -0.458 0.239
H -2.068 -1.992 0.478 1.158 2.579 -0.326 0.223
H -0.526 -1.271 0.982 -0.783 1.037 -0.565 0.325
H -1.871 0.587 1.797 -0.784 -1.320 -0.460 0.326
H -2.586 1.667 -2.366 0.071 0.348 0.397 0.053
H 2.721 1.262 0.039 0.464 -0.012 0.501 0.241
```
Positions in Å, forces in eV/Å.

Summary:
Multiplicity: 3
HOMO energy (alpha / beta), hartree: -0.252 / -0.337
Largest force on an atom, eV/Å: 4.2
Kohn-Sham gap (alpha / beta), eV: 7.6 / 6.4
<S²>: 2.005
ΔE to the lowest compared entry with this formula, charge and spin, kJ/mol: 0.0

=====

# 3
DFT (the ωB97M-V functional and the def2-TZVPD basis) results for a 2-piece molecular cluster, C2H8OS overall.

Structure (XYZ):
```
12
Properties=species:S:1:pos:R:3:forces:R:3:mulliken_charge:R:1
C -0.133 -0.812 -1.039 0.815 -1.672 1.052 -0.939
C 0.373 -0.486 0.356 1.224 0.825 1.613 -0.375
S 1.536 0.969 0.382 -0.551 0.489 -0.271 -0.253
H 0.669 -1.401 -1.482 -0.004 0.124 -0.488 0.344
H -0.358 0.033 -1.684 -0.352 -0.034 0.320 0.341
H -0.957 -1.519 -0.837 0.090 0.622 -0.844 0.251
H -0.417 -0.380 1.127 0.311 0.371 -0.645 0.240
H 1.115 -1.154 0.836 -0.976 -0.704 -0.852 0.285
H 2.478 0.492 1.207 -0.155 -0.140 -0.023 0.113
H -2.759 -0.490 0.789 0.460 -0.047 -0.355 0.302
H -3.732 -0.174 -0.258 0.092 0.036 -0.508 0.293
O -2.792 -0.391 -0.178 -0.953 0.128 1.000 -0.601
```
Positions in Å, forces in eV/Å.

Summary:
SMILES: CCS.O
HOMO energy, hartree: -0.324
Largest force on an atom, eV/Å: 2.2
Kohn-Sham gap, eV: 9.4
ΔE to the lowest compared entry with this formula, charge and spin, kJ/mol: 67.9

=====

# 4
DFT (the ωB97M-V functional and the def2-TZVPD basis) results for a 2-piece molecular cluster, C2H8OS overall.

Structure (XYZ):
```
12
Properties=species:S:1:pos:R:3:forces:R:3:mulliken_charge:R:1
C -1.109 5.150 -1.839 0.205 0.500 0.070 -0.684
S -1.558 6.271 -3.189 0.125 0.285 -0.351 -0.201
H -1.888 4.464 -1.554 -0.288 -0.070 0.061 0.286
H -0.198 4.613 -2.049 0.152 -0.342 -0.426 0.264
H -0.857 5.817 -1.025 -0.220 -0.047 0.433 0.231
H -2.713 5.774 -3.641 0.027 -0.326 0.213 0.105
C 1.712 -5.551 2.227 -0.632 0.284 -0.024 -0.449
O 0.322 -5.279 2.436 0.105 -0.151 0.122 -0.501
H 2.063 -6.123 3.084 0.117 0.013 -0.086 0.193
H 1.841 -6.117 1.308 0.136 -0.171 -0.051 0.215
H 2.261 -4.617 2.139 0.288 -0.007 0.113 0.240
H 0.123 -4.403 2.105 -0.014 0.032 -0.074 0.302
```
Positions in Å, forces in eV/Å.

Summary:
SMILES: CO.CS
HOMO energy, hartree: -0.333
Largest force on an atom, eV/Å: 0.7
Kohn-Sham gap, eV: 10.1
ΔE to the lowest compared entry with this formula, charge and spin, kJ/mol: 88.4

=====

# 5
DFT (the ωB97M-V functional and the def2-TZVPD basis) results for a 2-piece molecular cluster, C2H8OS overall.

Structure (XYZ):
```
12
Properties=species:S:1:pos:R:3:forces:R:3:mulliken_charge:R:1
C 0.018 0.328 -0.392 -0.114 -0.447 -0.345 -0.831
S -1.349 -0.228 -1.441 -0.519 0.164 0.854 -0.067
C -2.669 0.901 -0.832 0.472 -0.261 -1.067 -0.793
H 0.832 -0.222 -0.864 0.460 0.508 0.254 0.269
H -0.046 0.010 0.640 -0.297 -0.325 0.182 0.290
H 0.143 1.409 -0.369 0.191 0.002 -0.486 0.312
H -2.566 1.733 -1.524 -0.270 0.548 0.527 0.255
H -3.654 0.475 -0.997 0.030 -0.250 0.103 0.304
H -2.533 1.162 0.212 0.053 0.057 -0.019 0.261
H 4.572 -1.455 1.563 -0.172 -0.070 0.227 0.320
H 3.439 -2.062 2.445 0.230 0.146 -0.076 0.320
O 3.815 -2.051 1.558 -0.063 -0.070 -0.154 -0.640
```
Positions in Å, forces in eV/Å.

Summary:
SMILES: CSC.O
HOMO energy, hartree: -0.308
Largest force on an atom, eV/Å: 1.2
Kohn-Sham gap, eV: 9.2
ΔE to the lowest compared entry with this formula, charge and spin, kJ/mol: 42.6

=====

# 6
DFT (the ωB97M-V functional and the def2-TZVPD basis) results for a 2-piece molecular cluster, C2H8OS2 overall.

Structure (XYZ):
```
13
Properties=species:S:1:pos:R:3:forces:R:3:mulliken_charge:R:1
C -0.581 -3.006 0.256 -0.387 -1.843 2.141 -0.578
O 0.465 -2.091 0.521 -0.672 0.148 -0.438 -0.430
H -0.380 -3.934 0.838 0.389 0.317 -0.375 0.236
H -0.717 -3.384 -0.755 0.055 0.780 -0.387 0.250
H -1.529 -2.744 0.766 0.180 0.483 -0.839 0.249
H 0.026 -1.247 0.684 0.470 0.039 -0.116 0.234
C 0.222 2.140 -1.271 0.200 0.668 -1.703 -0.839
S 0.226 1.308 0.282 0.531 0.537 1.264 0.033
S 1.319 2.708 1.443 -1.273 -0.481 0.191 -0.254
H 0.451 3.197 -1.150 -0.194 0.020 0.236 0.334
H 0.983 1.771 -1.963 0.014 -0.240 0.245 0.302
H -0.729 2.069 -1.805 -0.081 -0.124 0.365 0.292
H 0.245 3.214 2.155 0.768 -0.305 -0.585 0.172
```
Positions in Å, forces in eV/Å.

Summary:
SMILES: CSS.CO
HOMO energy, hartree: -0.338
Largest force on an atom, eV/Å: 2.9
Kohn-Sham gap, eV: 9.5
ΔE to the lowest compared entry with this formula, charge and spin, kJ/mol: 113.4